Molecular formula: C24H60N4O8
Method: DFT, ωB97M-V with the def2-TZVPD basis set

Output
HOMO-LUMO gap = 8.72 eV
DFT total energy = -1770.99964 Eh
Maximum force = 5.2 eV/A
Net charge = 0

Each line ends with the Löwdin charge.
Atoms and positions in Å:
H -1.09 -0.56 5.50  0.0870
H 2.85 4.00 -3.89  0.1066
H -2.92 0.71 3.29  0.1180
H 4.72 2.00 2.63  0.0944
H -3.59 -2.37 -7.15  0.1206
H -2.51 0.47 7.03  0.1050
H -0.28 -2.62 5.22  0.1052
C -1.90 0.35 3.17  -0.2733
C 2.70 1.54 4.54  -0.1851
H 0.39 3.75 -5.08  0.1181
O -3.96 0.64 5.53  -0.2214
H -0.77 -1.90 0.84  0.0797
H -3.34 -6.20 -5.73  0.0821
O 3.18 0.82 3.40  -0.2223
C 3.72 1.65 2.39  -0.0981
H 2.98 3.20 -0.07  0.0941
H -1.82 -0.89 -6.72  0.0996
H -0.38 0.47 -4.97  0.1029
H 0.10 3.00 -8.01  0.0797
H 0.83 2.88 -2.67  0.0868
H 3.05 2.36 -4.59  0.1175
H -3.42 -4.76 -4.67  0.0866
H -2.42 0.55 1.06  0.1167
C -5.08 0.97 6.31  -0.1159
C 0.45 3.22 -0.04  -0.0993
H 1.79 0.96 6.38  0.0918
H 0.53 -5.22 2.82  0.0908
H -1.14 -3.04 -5.27  0.0964
H -0.73 -1.60 -1.79  0.0716
H 0.00 0.61 3.79  0.0826
H -0.48 0.98 6.06  0.1055
C -1.23 0.52 5.42  -0.1897
C 0.75 -2.99 5.20  -0.1919
N 1.70 -0.78 5.02  -0.0751
H -0.39 3.83 0.28  0.0909
H 0.51 -5.48 4.54  0.0841
H 1.87 4.14 -6.00  0.1107
H -2.00 -5.26 -5.55  0.0708
H -0.86 2.29 -6.70  0.0800
O -3.43 -4.21 -6.69  -0.1919
C -1.48 -2.83 -6.28  -0.2327
H 1.17 -0.11 -4.42  0.1151
C -2.63 0.89 6.04  -0.1717
H 3.04 2.50 2.26  0.0672
H 3.36 0.17 6.17  0.1032
C 2.58 2.33 -1.85  -0.1916
H 1.02 2.81 0.80  0.0814
O -0.34 0.15 1.44  -0.2193
H -2.64 1.91 6.41  0.1097
H -5.77 0.33 5.77  0.0893
C 0.18 -0.43 -4.73  -0.2739
O 1.22 4.10 -0.88  -0.2027
C -3.08 -2.91 -6.36  -0.2167
N -0.94 0.87 4.05  -0.0492
H 0.92 -1.53 1.34  0.0897
C 2.58 3.58 -1.01  -0.1939
C -0.34 -0.89 -2.51  -0.0611
C -3.08 -5.14 -5.63  -0.0892
H -2.05 -0.70 3.39  0.1154
H 0.00 2.45 -0.67  0.0765
H 2.10 1.54 -1.27  0.0976
H 0.74 -0.39 -6.83  0.0825
H 0.13 1.26 -7.70  0.0647
H -0.34 -1.60 2.54  0.0548
H 3.46 2.20 4.97  0.1161
C 1.37 3.39 -5.38  -0.2021
H 1.79 2.08 4.26  0.1119
C 0.09 2.24 -7.23  -0.0669
H 3.55 2.05 -2.26  0.1207
O 1.25 2.33 -6.31  -0.2217
H 0.95 -1.88 -5.98  0.1146
C -0.13 -1.32 1.51  -0.0418
C 1.83 -1.95 5.76  -0.2118
H -0.95 -3.56 -6.90  0.1175
O 0.94 -3.55 3.93  -0.1928
H 0.71 -0.73 -2.24  0.0816
H 3.06 4.42 -1.50  0.1219
O -0.57 -1.24 -3.91  -0.1783
N 1.67 2.47 -3.05  -0.0619
H -3.58 -2.54 -5.47  0.1160
H -5.04 0.56 7.32  0.0872
H 1.73 -1.77 6.82  0.1179
H 0.66 -3.81 5.92  0.1037
C 0.23 -1.07 -6.15  -0.1581
H 3.59 1.15 1.43  0.0872
H -1.65 1.84 1.74  0.1165
N -1.07 -1.56 -6.74  -0.0615
H -0.82 -4.65 3.79  0.0883
H -0.92 0.01 -2.29  0.0818
C 0.26 -4.75 3.77  -0.1331
H 2.90 -2.17 5.69  0.1186
C 2.34 3.08 -4.18  -0.1875
H 2.21 -0.87 4.15  0.0930
C -1.60 0.75 1.75  -0.2063
C 2.43 0.44 5.67  -0.1155
H -5.38 2.01 6.19  0.0879

=====

Molecular formula: C18H48F3O9
Method: DFT, ωB97M-V with the def2-TZVPD basis set

Output
HOMO-LUMO gap = 5.35 eV
DFT total energy = -1691.19904 Eh
Maximum force = 5.6 eV/A
Net charge = -1

Each line ends with the Löwdin charge.
Atoms and positions in Å:
H 5.12 -9.23 -8.21  0.1066
C -4.74 2.60 7.93  -0.3725
H -0.02 -1.11 -6.59  0.1127
O -5.85 4.91 -4.04  -0.0958
C 0.01 11.62 -0.22  -0.1113
C -3.75 2.46 9.10  -0.0984
C 1.04 0.57 -7.65  -0.0737
H -2.06 -4.78 -1.98  0.0593
C -1.16 -4.43 -1.47  -0.0856
C -1.07 -0.21 -0.18  -0.6888
F -0.77 1.01 0.15  0.1627
O -0.22 -2.58 -0.27  -0.1202
H -4.15 1.74 9.81  0.0645
O 4.75 -4.86 4.07  -0.0981
H 4.17 -4.22 3.67  0.0899
H -8.95 4.29 -5.10  0.0685
H -0.95 11.56 -0.74  0.0767
C 4.56 -6.21 3.62  -0.3048
H -4.39 3.45 7.34  0.1122
O 3.30 1.95 6.74  -0.0922
H 1.21 -2.61 -7.64  0.1015
H 1.93 0.69 -7.04  0.0717
H -0.37 -0.94 -8.29  0.1034
H 1.55 10.82 1.95  0.0730
C 0.29 10.37 0.46  -0.3365
H -4.23 1.48 6.49  0.0940
H 5.65 2.16 8.10  0.0690
H -2.82 2.01 8.75  0.0726
C 5.13 1.20 8.17  -0.0831
H 2.99 -10.01 -8.25  0.0650
H 5.33 -6.93 3.92  0.1097
C 4.47 -8.88 -7.41  -0.3603
H 0.50 1.43 -7.26  0.0679
H -0.78 -5.26 -0.86  0.0627
H -7.30 3.52 -3.42  0.1060
H 2.28 -9.09 -6.96  0.0795
H -2.20 -3.24 0.06  0.1047
H 0.62 11.73 -1.11  0.0817
F -1.08 -0.24 -1.52  0.1326
H 5.40 0.53 7.35  0.0682
H 0.22 9.51 -0.21  0.1137
C -6.95 3.99 -4.34  -0.2919
H 2.81 -8.33 -8.57  0.0775
F -2.29 -0.42 0.19  0.1498
O -4.90 1.47 7.17  -0.0526
H -0.37 -4.14 -2.17  0.0728
H 3.12 2.07 8.78  0.0998
C -8.07 4.87 -4.83  -0.1142
O 1.44 -1.67 -7.68  -0.0575
H 4.65 -9.60 -6.61  0.1063
C 3.01 -9.03 -7.76  -0.0994
H -0.38 10.01 1.25  0.1103
H -1.92 -2.43 -1.42  0.0935
C 3.24 -6.56 4.26  -0.1173
H -7.81 5.48 -5.69  0.0732
H 1.29 0.66 -8.70  0.0693
H 2.87 -7.50 3.84  0.0662
C 0.42 -0.84 -7.55  -0.3954
C -0.20 -1.32 0.47  -0.4555
H -5.66 2.73 8.49  0.1087
O 4.58 -7.51 -7.15  -0.0589
H 5.51 -7.40 -6.92  0.0837
H -5.36 4.56 -3.30  0.0734
H 5.43 0.63 9.05  0.0615
H 2.41 -5.86 4.22  0.0779
H -8.48 5.56 -4.10  0.0733
H -3.76 3.40 9.65  0.0713
H 3.13 1.21 6.14  0.0816
H 4.45 -6.26 2.54  0.1052
H 3.05 0.49 8.18  0.1001
O 1.60 10.41 1.09  -0.0882
H -6.64 3.19 -5.01  0.1075
H -0.69 -1.66 1.38  0.1192
H 0.05 12.46 0.47  0.0806
H 3.46 -6.66 5.32  0.0704
C -1.45 -3.13 -0.72  -0.3124
O 1.16 -1.08 0.74  -0.2937
C 3.60 1.42 8.04  -0.3051

=====

Molecular formula: C3H4N4O
Method: DFT, ωB97M-V with the def2-TZVPD basis set

Output
HOMO-LUMO gap = 8.51 eV
DFT total energy = -410.91612 Eh
Maximum force = 2.8 eV/A
Net charge = 0

Each line ends with the Löwdin charge.
Atoms and positions in Å:
H 1.23 -2.15 1.32  0.1541
N 1.03 -1.26 0.89  0.0960
N -1.19 -1.14 1.66  0.1455
N 1.04 0.20 -0.82  0.1205
H -1.50 2.67 -1.55  0.1475
C -0.27 -0.70 0.87  -0.3314
C -0.15 0.33 -0.19  -0.3520
H 2.69 -1.12 -0.45  0.1443
O -0.78 1.93 -1.56  -0.0761
N -1.13 1.09 -0.52  0.0499
C 1.70 -0.71 -0.15  -0.1534
H -2.06 -0.61 1.47  0.0551

=====

Molecular formula: C23H27NO4
Method: DFT, ωB97M-V with the def2-TZVPD basis set

Output
HOMO-LUMO gap = 9.79 eV
DFT total energy = -1248.37318 Eh
Maximum force = 0.7 eV/A
Net charge = 0

Each line ends with the Löwdin charge.
Atoms and positions in Å:
H -0.29 2.73 1.90  0.1127
H -0.77 -1.37 2.60  0.0900
H 3.39 -2.43 1.35  0.1304
H 4.30 -1.45 2.54  0.1383
H 0.78 0.80 2.07  0.1509
H -2.33 -2.00 2.08  0.0882
H -2.03 -2.54 -3.23  0.0943
C -1.01 2.15 -1.35  -0.0317
C 6.11 -1.32 -1.36  -0.0837
H 5.20 -2.86 -0.19  0.1137
C -1.21 3.46 -1.76  -0.0753
O 2.63 -0.58 1.85  -0.0018
C -3.46 -2.21 -0.51  -0.4938
O -2.58 -1.78 -1.42  -0.0357
C 3.75 -1.43 1.59  -0.1254
H -5.77 0.26 0.04  0.0857
C -5.30 -0.56 -0.50  -0.0318
O -3.75 -3.37 -0.33  0.1135
C -1.07 4.50 -0.86  -0.0898
H -0.62 5.04 1.16  0.1030
H -1.46 3.66 -2.79  0.1032
H -4.39 -1.44 1.23  0.1496
N 0.70 0.29 1.21  0.1380
H -0.81 -2.67 -1.94  0.0937
C 4.62 -0.91 0.48  -0.2054
C 5.55 0.93 -0.76  -0.0797
C 5.30 -1.79 -0.34  -0.0380
O 1.66 -1.34 -0.05  0.1080
C -0.50 0.43 0.41  -0.1967
H -2.64 1.78 1.78  0.0958
C -0.68 1.87 -0.03  -0.1773
H -3.27 0.31 2.63  0.1137
C -4.07 -1.05 0.26  -0.2396
C -0.55 2.92 0.87  -0.0473
H -0.92 -2.15 1.03  0.0917
C -3.06 0.07 0.43  -0.1894
H 6.64 -2.01 -2.00  0.1012
H -2.23 -3.75 -1.93  0.0904
H 5.64 2.00 -0.92  0.1019
C -1.73 -0.16 1.11  -0.3550
C 1.66 -0.61 0.91  -0.5683
H -0.31 -0.18 -0.48  0.1502
C -1.43 -1.50 1.74  0.0015
C 6.24 0.05 -1.57  -0.0944
H 4.21 1.15 0.90  0.1168
H -3.02 0.73 -0.42  0.1365
C -2.77 0.71 1.76  -0.0120
C -1.87 -2.75 -2.18  -0.0239
C 4.75 0.46 0.26  -0.0316
H 6.86 0.42 -2.37  0.0993
C -0.74 4.23 0.45  -0.0780
H -6.02 -1.37 -0.61  0.0861
H -1.11 1.34 -2.05  0.1191
H -5.02 -0.21 -1.49  0.0872
H -1.22 5.52 -1.18  0.1008

=====

Energy relative to the best compared isomer or geometry (same formula, charge and spin) for every record listed, in sequence, given in kcal/mol: 201.5; 121.8; 54.7; 9.1.